Computed, not measured: a 2-piece molecular cluster, C9H13Br2N2O4S overall, with ωB97M-V/def2-TZVPD.

LUMO energy in eV: -5.08
Energy in Eh: -6307.09774
Charge: +1

XYZ file:
```
31
Properties=species:S:1:pos:R:3:forces:R:3
C -1.269392 0.736437 0.495405 0.3 0.4 0.2
C -0.393962 -0.171668 1.432952 -1.2 0.3 -0.3
Br -0.553713 0.615177 3.270160 0.3 -0.5 -0.5
C -1.001873 -1.620756 1.550673 -0.1 1.4 0.5
Br -1.548902 -2.413308 -0.163552 0.5 0.2 0.7
N 0.009542 -2.471730 2.287079 -0.6 0.5 -2.9
C 1.088260 -2.818787 1.549522 2.4 -1.8 2.2
C 2.124387 -3.608937 2.238644 -2.8 1.2 1.3
C 1.807257 -3.884489 3.624076 -0.1 0.1 -0.8
C 0.555143 -3.446727 4.233329 1.3 0.0 -1.4
N -0.321703 -2.733107 3.514886 1.0 -1.1 1.3
H -1.269421 1.760509 0.939621 0.0 -0.8 -0.6
H -2.343156 0.411794 0.447880 1.1 0.1 0.1
H -0.851193 0.825193 -0.539796 -0.4 -0.3 1.0
H 0.697736 -0.143006 1.209024 -0.9 -0.2 0.0
H -1.935313 -1.521491 2.160724 1.0 -0.5 -0.4
H 1.206721 -2.504275 0.487410 -0.6 -0.2 1.1
H 3.054560 -3.918866 1.726056 -0.8 0.2 0.5
H 2.513782 -4.467307 4.257382 -0.6 0.5 -0.6
H 0.303920 -3.657512 5.297976 0.2 0.2 -1.1
C 0.962300 3.097438 -3.716563 0.2 -0.5 0.0
C -0.155075 2.723510 -4.671131 0.2 0.4 -0.5
O -1.320224 2.620178 -3.847277 0.3 0.0 0.7
S -1.205245 3.676657 -2.631949 0.2 0.1 -0.6
O -1.935791 4.842474 -2.977294 0.1 -0.2 0.4
O -1.413024 2.976722 -1.408029 -0.1 0.2 -0.3
O 0.368406 4.002538 -2.783142 -0.6 0.0 -0.1
H 1.320358 2.224256 -3.164567 0.0 0.0 -0.1
H 1.799602 3.571202 -4.225765 -0.1 0.2 0.1
H 0.035208 1.784803 -5.187554 -0.2 -0.1 0.2
H -0.329193 3.513079 -5.406184 0.1 0.0 0.0
```
Positions in Å, forces in eV/Å.

Computed, not measured: C3HBrCl2 as an isolated structure, with ωB97M-V/def2-TZVPD.

LUMO energy in eV: -0.94
Energy in Eh: -3609.11257
Energy relative to the best compared isomer or geometry (same formula, charge and spin) in eV: 3.2563
Charge: 0

XYZ file:
```
7
Properties=species:S:1:pos:R:3:forces:R:3
C -1.490664 -0.117041 -0.351229 0.5 -0.8 0.4
C -0.879702 -1.041028 0.126007 -1.2 1.1 -1.0
C 1.260851 0.909298 0.760850 0.1 -0.9 1.1
Cl -0.217047 -2.465384 0.500935 0.5 -0.7 0.5
Cl 0.889910 2.265248 -0.101135 0.0 1.0 -0.8
Br 2.478463 -0.214545 -0.123005 0.2 0.1 -0.3
H -2.041810 0.663452 -0.812422 0.0 0.2 0.1
```
Positions in Å, forces in eV/Å.

Computed, not measured: an isolated molecule of C6H13N, with ωB97M-V/def2-TZVPD.

LUMO energy in eV: 1.10
Energy in Eh: -291.10385
Energy relative to the best compared isomer or geometry (same formula, charge and spin) in eV: 1.4938
Structure (SMILES): CCCC/C=C/N
Charge: 0

XYZ file:
```
20
Properties=species:S:1:pos:R:3:forces:R:3
C -2.456750 1.199938 0.672445 1.8 2.0 2.2
C -1.859493 0.237378 -0.292911 1.6 -0.9 -1.3
C -0.963774 -0.862768 0.398766 -1.4 -0.2 -0.6
C 0.460170 -0.666685 0.874786 -0.1 3.6 2.7
N 3.275027 0.089471 -1.463259 1.8 1.3 -2.8
C 2.466432 -0.427252 -0.529449 -2.4 0.9 1.5
C 1.342381 0.154884 -0.004859 -0.2 -1.1 -0.9
H -2.750790 2.146777 0.218892 -0.8 -0.3 -0.2
H -1.686633 1.672366 1.457570 -1.2 -1.5 -1.5
H -3.222934 0.692746 1.265439 -0.1 0.5 -0.1
H -1.333786 0.692939 -1.181493 -0.1 0.0 1.2
H -2.667636 -0.266075 -0.845073 0.0 -0.2 0.5
H -1.595606 -1.289263 1.187252 0.2 0.2 0.3
H -0.871016 -1.698869 -0.270119 -0.2 -0.4 -0.9
H 0.880647 -1.614722 0.981292 0.7 -1.6 0.7
H 0.486791 -0.078412 1.918902 -0.3 -1.5 -1.7
H 2.925649 0.796977 -2.130003 0.1 -0.7 1.0
H 3.954528 -0.513023 -1.928939 -0.5 0.2 0.6
H 2.846874 -1.351385 -0.096605 -0.4 0.0 -0.1
H 0.769924 1.084975 -0.232638 1.5 -0.4 -0.6
```
Positions in Å, forces in eV/Å.

Computed, not measured: an isolated molecule of C9H10N2S, with ωB97M-V/def2-TZVPD.

LUMO energy in eV: 0.58
Energy in Eh: -856.51995
Energy relative to the best compared isomer or geometry (same formula, charge and spin) in eV: 3.6659
Charge: 0

XYZ file:
```
22
Properties=species:S:1:pos:R:3:forces:R:3
C -3.180518 0.281017 0.539346 -2.1 0.4 1.6
C -2.819037 -1.083486 0.576246 2.5 3.6 -1.6
C -2.223578 1.245119 0.318480 -0.1 2.3 -1.2
C -1.524261 -1.415986 0.217793 0.7 3.1 0.3
C -0.960040 0.966679 -0.127592 2.2 -3.3 -0.1
C -0.544167 -0.423978 -0.071111 -0.7 0.4 -0.3
C 1.126913 1.870145 -0.740622 -0.5 -4.9 2.0
C 1.887152 -0.096735 -0.097694 -0.8 4.2 -0.2
C 3.124068 -0.471454 -0.909078 -2.4 -1.7 2.4
N -0.103501 1.965873 -0.627823 -0.2 0.8 0.4
N 0.758287 -0.859157 -0.404986 -0.4 -1.2 -0.2
S 2.117341 0.051488 1.759291 -0.2 -0.1 -0.7
H -4.245756 0.675820 0.805337 2.0 -1.1 -0.5
H -3.481360 -1.812833 0.725758 -2.7 -2.7 0.8
H -2.358955 2.358629 0.284365 -0.7 -1.2 0.2
H -1.137871 -2.369132 0.197190 0.3 -2.4 0.1
H 1.793705 2.642518 -0.935172 1.2 1.2 -0.8
H 2.891847 -0.259762 -1.888872 -1.0 -0.4 -2.5
H 3.250703 -1.572936 -0.684345 0.8 1.2 -0.5
H 3.879817 0.223552 -0.791838 2.2 0.7 1.3
H 0.965531 -1.865444 -0.192630 -0.8 1.1 -0.4
H 0.783686 -0.049940 2.047953 0.7 0.1 -0.2
```
Positions in Å, forces in eV/Å.

Computed, not measured: C16H51AsClF3I2N17O14P2S as an isolated structure, with ωB97M-V/def2-TZVPD.

LUMO energy in eV: 1.95
Energy in Eh: -7296.76508
Charge: -1

XYZ file:
```
108
Properties=species:S:1:pos:R:3:forces:R:3
N 2.228691 1.806238 2.562813 0.2 -0.3 -0.4
P 2.482818 0.274196 2.213416 -0.6 0.9 0.4
O 1.446236 -0.640378 3.066304 0.1 -0.1 0.0
O 3.817433 -0.214214 2.954543 -0.2 -0.3 0.1
As 2.579652 -0.422213 -0.173586 0.1 0.5 -0.6
I 1.855351 -3.002059 0.578117 -0.1 -0.4 0.2
C 0.642112 0.046963 -0.582016 -0.4 -0.3 0.4
C -0.094134 1.348490 -0.215996 -0.4 0.3 -0.4
C -1.137194 1.209413 0.892406 0.4 -0.1 0.0
I -2.350292 2.966202 1.006654 0.1 0.0 -0.1
C 2.875071 -1.133759 -2.080315 0.1 -0.5 -0.3
C 1.938415 -2.197369 -2.667945 0.2 0.1 -0.5
O 1.852616 -2.072597 -4.116882 0.1 -0.1 0.3
C 0.886327 -1.187329 -4.569148 0.0 0.1 -0.1
C 0.549806 -1.542106 -6.021126 -0.5 -0.3 -0.7
F -0.797279 -1.759554 -6.196540 0.8 0.1 0.2
F 1.167874 -2.660183 -6.465580 -0.3 0.7 0.2
F 0.854749 -0.542807 -6.893140 0.0 -0.4 0.4
C 3.378588 1.420350 -0.727928 0.6 -0.3 -0.2
S 2.617183 2.378575 -1.981287 0.2 0.4 -0.1
O 2.104577 3.612458 -1.413397 0.2 -0.2 -0.2
O 3.513240 2.446976 -3.124399 -0.3 0.0 0.2
P 5.040153 -0.920874 0.112615 0.2 -0.2 -0.1
O 5.590480 0.398484 0.954050 -0.1 0.1 0.1
Cl 5.444777 -2.349850 1.517739 -0.1 -0.1 0.0
H 2.090317 2.381721 1.739432 0.0 0.1 0.1
H 0.566305 -0.598456 2.677400 -0.1 -0.1 0.0
H 4.263215 0.576306 3.280240 0.2 0.0 0.0
H 0.069672 -0.796730 -0.179295 0.2 0.0 0.0
H 0.572022 -0.069636 -1.665376 0.2 0.0 0.0
H -0.673299 1.615144 -1.108597 0.2 0.0 0.1
H 0.531232 2.233892 -0.074707 0.1 -0.2 0.3
H -1.801629 0.376006 0.666731 0.0 0.1 0.1
H -0.719051 1.097099 1.892535 0.1 -0.1 -0.1
H 2.923031 -0.311950 -2.798493 -0.1 0.3 0.2
H 3.878695 -1.569743 -2.100291 -0.1 0.2 0.1
H 0.921917 -2.179866 -2.274024 0.0 -0.1 0.1
H 2.367983 -3.190350 -2.535892 -0.3 0.1 0.2
H 1.213611 -0.139817 -4.565909 0.0 0.0 0.0
H -0.046094 -1.244837 -3.996719 0.0 -0.1 0.0
H 4.313079 1.118801 -1.220431 -0.2 0.0 0.0
H 3.663309 2.069086 0.100107 -0.4 0.0 0.1
H 1.547331 1.674129 -2.385505 -0.1 -0.1 0.1
H 5.965677 1.016277 0.320279 0.2 0.1 0.0
C -3.458250 1.921435 5.000183 0.1 0.0 0.2
O -3.918614 1.731618 3.882768 -0.3 -0.4 0.0
N -4.220996 1.871345 6.129876 0.0 0.4 -0.2
N -2.138466 2.192730 5.184210 0.1 0.0 0.0
H -3.845138 1.991297 7.049857 0.0 -0.1 0.0
H -5.180240 1.604229 6.023487 0.0 -0.2 0.0
H -1.560556 2.248971 4.364433 0.0 0.1 0.0
H -1.720119 2.338926 6.081908 0.0 0.0 0.0
C -4.205698 -1.994636 5.130160 0.2 -0.1 -0.1
O -4.711623 -1.352339 6.041085 -0.1 0.0 0.0
N -3.996048 -3.343977 5.229078 -0.1 0.1 -0.1
N -3.797421 -1.422239 3.962453 -0.1 0.0 0.1
H -3.570109 -3.909585 4.514823 0.1 0.0 0.1
H -4.261075 -3.780438 6.090518 0.0 0.0 0.0
H -3.915058 -0.427459 3.864430 0.0 0.2 -0.1
H -3.373286 -1.943761 3.218709 0.0 0.0 0.0
C 3.304202 1.861536 6.443693 -0.2 0.0 -0.1
O 3.355827 1.400120 7.576208 0.0 0.0 0.1
N 2.497437 1.383366 5.464831 0.0 0.1 0.2
N 4.074430 2.937589 6.066727 0.1 0.0 0.0
H 2.460672 1.762248 4.521308 -0.1 0.0 -0.1
H 1.924753 0.588223 5.678191 0.1 -0.1 0.0
H 4.688502 3.327900 6.753977 0.0 0.0 0.0
H 4.040191 3.334008 5.146090 -0.1 0.0 0.0
C -1.423574 -5.702866 5.817110 0.2 0.1 0.1
O -1.878233 -5.578502 4.693958 -0.2 -0.1 -0.1
N -1.090542 -4.627631 6.589813 -0.1 -0.1 0.0
N -1.211336 -6.932210 6.387352 -0.1 0.1 0.0
H -0.705909 -4.703682 7.511190 0.0 0.0 0.0
H -1.236039 -3.716746 6.193555 0.0 0.0 0.0
H -1.440027 -7.736387 5.835684 0.0 0.0 0.0
H -0.830527 -7.056740 7.304843 0.0 0.0 0.0
C -1.273369 -5.445186 -4.068732 0.1 0.0 0.0
O -1.849421 -4.816422 -3.202487 -0.1 0.0 0.0
N -1.133227 -6.810652 -4.010551 -0.1 0.0 -0.1
N -0.722013 -4.845439 -5.167138 -0.1 -0.1 0.1
H -0.654778 -7.347516 -4.706821 0.0 0.0 0.0
H -1.516799 -7.272986 -3.208956 0.0 0.0 0.0
H -0.801876 -3.849297 -5.224492 0.0 0.1 -0.1
H -0.242216 -5.339205 -5.893669 0.1 0.0 0.0
C -5.652808 4.645919 1.961652 0.0 -0.3 0.2
O -4.684975 5.146003 1.415677 0.0 0.2 -0.1
N -6.578630 5.406765 2.638052 0.0 0.0 -0.1
N -5.883381 3.304644 1.961453 -0.2 0.2 -0.3
H -7.374372 5.019283 3.105544 0.0 0.0 0.0
H -6.424469 6.395812 2.663692 0.0 0.0 0.0
H -5.178789 2.722212 1.542709 0.1 -0.1 0.2
H -6.652153 2.876076 2.437571 0.1 0.0 0.1
C -0.104527 3.174701 -4.287906 0.3 -0.2 0.3
O -0.280607 2.524864 -3.258216 -0.2 -0.1 -0.3
N -0.818259 2.950278 -5.423904 -0.1 0.2 -0.2
N 0.842967 4.144800 -4.355496 -0.1 0.2 0.0
H -0.621127 3.417105 -6.293093 0.0 -0.2 0.1
H -1.523079 2.239612 -5.390886 0.0 -0.1 0.0
H 1.399188 4.296034 -3.529471 0.0 0.1 0.0
H 1.044208 4.651605 -5.197492 0.0 -0.1 0.0
C 1.880823 1.900328 -9.538248 -0.2 0.1 0.1
O 1.045906 2.498758 -8.877682 0.1 -0.1 0.0
N 2.313148 0.641698 -9.239069 0.0 0.0 0.0
N 2.444219 2.460393 -10.657054 0.0 0.0 0.0
H 2.978770 0.152778 -9.805451 0.0 0.0 0.0
H 1.948085 0.186303 -8.421236 0.0 0.1 -0.1
H 2.148755 3.385289 -10.903558 0.0 0.0 0.0
H 3.133104 1.998976 -11.218108 0.0 0.0 0.0
```
Positions in Å, forces in eV/Å.

Computed, not measured: an isolated molecule of C6H10N2O, with ωB97M-V/def2-TZVPD.

LUMO energy in eV: 0.78
Energy in Eh: -419.22607
Energy relative to the best compared isomer or geometry (same formula, charge and spin) in eV: 4.3653
Structure (SMILES): Cc1cc(C)n(CO)n1
Charge: 0

XYZ file:
```
19
Properties=species:S:1:pos:R:3:forces:R:3
C 1.157022 0.855653 2.774787 -6.1 -13.2 0.4
C 0.612666 0.465495 1.421319 0.5 -1.5 1.2
C 0.255986 -0.853690 1.078863 -0.5 -2.7 -0.7
C -0.302188 -0.783324 -0.222572 1.7 1.2 1.4
C -0.818450 -1.862702 -1.142733 -4.2 0.6 4.3
C -0.661372 1.275760 -1.728948 0.9 1.7 1.3
H 1.808704 0.116760 3.307779 -0.4 0.1 -1.1
H 1.630599 1.559204 2.664138 8.8 13.5 -1.7
H 0.413917 0.996781 3.464796 -2.2 0.7 1.5
H 0.449739 -1.888495 1.635147 -0.6 2.8 -1.1
H -0.286826 -2.094878 -1.951739 2.1 -0.1 -3.5
H -0.820285 -2.841633 -0.571774 -0.3 1.2 -0.3
H -1.924786 -1.563822 -1.376743 2.0 -0.9 0.0
H -1.808894 1.529810 -1.597277 2.6 0.4 -0.1
H 0.330731 2.044127 -1.810843 -3.7 -0.6 0.4
H 0.299779 0.653787 -2.965288 4.7 -0.4 -2.0
N -0.154039 0.576674 -0.515230 -1.9 -2.6 -2.6
N 0.394778 1.297816 0.416529 0.3 0.7 1.7
O -0.577080 0.516675 -2.880212 -3.7 -0.7 0.7
```
Positions in Å, forces in eV/Å.

no.,HOMO-LUMO gap (eV)
1,8.255
2,8.175
3,8.617
4,8.387
5,6.546
6,9.604